C34H68BrClILiN3O7PS as an isolated structure in a non-equilibrium geometry, computed with wB97M-V/def2-TZVPD.

Structure (XYZ):
```
118
Properties=species:S:1:pos:R:3:forces:R:3
C 1.62366 -6.49377 2.28576 -0.0668 -0.0444 -0.2457
O 2.79530 -5.82205 2.67524 -0.0689 0.1007 0.1041
C 3.38698 -6.39834 3.83258 -0.0679 0.2534 0.1322
C 4.27404 -5.35618 4.51557 -0.5600 0.0450 -0.0393
C 3.57552 -4.69061 5.70981 0.4144 -0.1521 -0.2873
C 2.35836 -3.89090 5.27244 -0.0681 0.1434 0.2104
C 1.75267 -3.04123 6.38477 0.0706 0.4200 0.1078
C 0.61695 -2.14469 5.86813 0.4232 -0.3786 -0.3005
C 1.19931 -1.00024 5.00120 -0.7128 -0.4391 0.3065
C 0.48650 -0.86236 3.63945 0.5226 0.0580 0.2962
C -0.99126 -0.58304 3.94986 -0.1236 0.4213 -0.1942
C -1.91704 -0.00391 2.88344 -0.7842 -0.1888 0.6069
C -3.34922 0.15743 3.46539 0.1875 -0.2961 -0.2360
C -4.29982 -0.83868 2.83329 0.1393 -0.1683 -0.1483
O -4.49731 -0.41358 1.46929 -0.1886 0.0911 0.1602
C -5.67301 -0.79689 0.88431 -0.2570 0.1404 -0.3078
C -6.00472 -2.26799 0.87564 -0.1909 -0.1269 0.3290
O -6.37576 0.01912 0.35986 0.3323 -0.1570 0.0414
O 0.76255 -2.10662 2.99518 -0.3833 -0.0506 0.0813
C -0.26574 -2.80266 2.33290 0.2859 -0.1137 -0.3311
C 1.22672 0.24366 2.76362 -0.2713 -0.9109 0.2117
C 1.02500 1.60739 3.42894 0.3738 0.7179 -0.0931
C 1.52882 2.91707 2.76703 -0.1514 0.2592 0.1301
C 0.39333 3.92603 2.52006 0.3030 -0.0302 0.1121
I 0.83428 5.23055 0.88640 -0.1141 -0.0146 -0.0142
O 0.72423 0.05433 1.43037 -0.5931 0.2626 0.5199
C 0.26248 1.11132 0.60227 0.1483 0.2473 -1.0625
N 1.22780 1.62197 -0.33550 0.2147 -0.5082 0.2424
P -1.13941 0.41885 -0.44183 -0.0411 0.6871 -0.9147
S -1.33856 1.16389 -2.22659 0.0964 -0.0635 -0.0170
N 2.64691 -0.22840 2.70759 -0.2361 0.7655 -0.0920
C 3.11688 -0.62617 1.38560 0.1981 -0.1488 -0.1803
C 2.88485 -2.04305 0.95612 -0.2188 -0.1933 0.3246
O 3.73366 0.15601 0.71107 0.0982 -0.0670 0.1590
C 3.69860 0.47773 3.39201 0.6914 -0.1654 -0.3508
C 4.65310 -0.42661 4.13708 0.0283 -0.1144 -0.1049
O 3.89496 1.65930 3.33688 -0.4242 0.0935 0.3127
H 0.88822 -6.52988 3.09990 0.0657 -0.0552 0.0373
H 1.83463 -7.51354 1.94185 -0.0222 -0.0259 0.1099
H 1.17572 -5.95041 1.45284 0.1174 0.0441 0.0087
H 3.95150 -7.29734 3.56161 -0.0929 -0.0338 -0.0339
H 2.57819 -6.67184 4.52531 0.0981 -0.2472 -0.0206
H 4.43962 -4.56920 3.77317 0.4018 -0.1541 -0.0321
H 5.21964 -5.80245 4.82336 0.0470 0.0946 -0.0731
H 3.32747 -5.45555 6.45319 -0.0909 0.1065 0.0515
H 4.30873 -4.01723 6.16776 -0.1564 0.0288 0.1430
H 2.66473 -3.24780 4.44001 -0.1025 -0.0101 0.0051
H 1.56433 -4.52928 4.86767 0.1404 -0.1131 -0.0296
H 2.51971 -2.37295 6.79975 0.0744 -0.1674 0.0566
H 1.41988 -3.66944 7.21609 -0.0727 -0.0545 -0.0931
H 0.03330 -1.76037 6.70514 -0.1128 -0.0004 -0.0986
H -0.01190 -2.78093 5.23861 -0.2021 0.0767 0.1846
H 2.23816 -1.26351 4.82926 0.0676 0.4090 -0.0974
H 1.09025 -0.07511 5.56813 0.3644 0.0642 -0.0656
H -1.47064 -1.48686 4.33356 0.1938 -0.0692 -0.0167
H -1.00848 0.10952 4.79838 0.0492 -0.0276 -0.0140
H -1.60417 0.98207 2.54875 0.2730 -0.2057 -0.2769
H -2.01418 -0.71089 2.06185 0.3108 0.3213 -0.2827
H -3.32630 -0.01646 4.54464 -0.1127 0.1490 -0.0012
H -3.73968 1.15420 3.25847 -0.0208 0.0147 0.2036
H -3.85601 -1.84186 2.83149 -0.0486 -0.0006 0.1072
H -5.26039 -0.88159 3.35158 0.0099 0.0740 -0.0014
H -5.33707 -2.88611 1.47172 0.0885 0.0633 -0.0706
H -7.01880 -2.38446 1.26075 0.0226 -0.0055 -0.0410
H -6.01668 -2.62915 -0.15232 0.0902 0.1122 -0.0096
H -0.66769 -2.22632 1.49509 -0.1620 -0.0072 0.0984
H -1.06172 -3.14276 3.00273 -0.0585 0.1374 -0.0135
H 0.20067 -3.69400 1.90754 0.0278 0.0179 0.0958
H -0.02601 1.77229 3.67210 -0.0501 -0.3742 -0.1053
H 1.52128 1.53927 4.39613 -0.0235 -0.1112 -0.0298
H 2.20660 3.40867 3.46242 0.1340 -0.1166 -0.1028
H 2.13555 2.75186 1.88180 -0.1519 -0.1260 -0.0374
H -0.57528 3.46212 2.34253 0.0014 0.1081 -0.1607
H 0.30050 4.60062 3.36733 -0.1531 -0.0910 0.0246
H -0.17511 1.96923 1.11385 0.1477 -0.2750 0.5130
H 1.42889 0.91562 -1.03883 -0.0391 0.1395 -0.1553
H 2.11742 1.77404 0.13131 -0.0509 0.2086 0.0314
H -0.88129 -0.96201 -0.47583 -0.1079 -0.0597 0.4525
H -2.31191 0.64205 0.28521 0.1125 -0.3828 0.3322
H 1.85318 -2.13563 0.61281 0.0614 0.0269 -0.1180
H 3.58182 -2.31683 0.16840 -0.0620 0.1315 -0.0696
H 2.96860 -2.72683 1.80159 0.0555 0.0409 -0.0040
H 5.67028 -0.05789 4.01966 -0.0381 0.0488 0.0370
H 4.58621 -1.46199 3.80246 -0.0402 0.0154 0.0204
H 4.39720 -0.39071 5.19899 0.0099 -0.0354 -0.0181
C -2.42213 3.05121 -10.40228 -0.0490 -0.0685 0.1766
C -1.09802 2.45558 -9.92337 -0.0059 0.1781 -0.2188
C -0.87653 2.13416 -8.45208 0.0210 -0.1535 -0.1111
N -0.94396 3.29973 -7.47702 0.0972 0.0958 -0.0804
C -0.12196 2.90230 -6.27002 0.2308 -0.1534 0.0812
C -0.20104 3.89639 -5.12992 -0.0972 0.1177 0.0494
C -1.64253 4.14385 -4.71280 -0.0553 0.0243 0.1184
C -2.46303 4.56857 -5.92311 0.0154 -0.0008 -0.0123
C -2.35057 3.54139 -7.04647 -0.0742 0.3278 0.3597
C -0.29549 4.48935 -8.11264 0.2022 -0.1311 -0.0342
H -2.50121 4.11657 -10.16658 -0.0403 -0.0102 0.0277
H -2.47675 2.97414 -11.48793 0.0011 0.0097 -0.0048
H -3.28182 2.52589 -9.98412 -0.0193 -0.0285 0.0166
H -0.27786 3.09090 -10.26145 0.1013 -0.1140 -0.0023
H -0.95248 1.50079 -10.43384 0.0183 -0.0361 0.0780
H 0.14387 1.75659 -8.38258 0.0399 0.1084 0.1042
H -1.55816 1.37229 -8.07162 -0.1371 0.0920 -0.0513
H -0.49098 1.92230 -5.95859 -0.0458 0.0204 0.0037
H 0.90451 2.80258 -6.62803 -0.0303 -0.0189 -0.1003
H 0.37029 3.50184 -4.28882 0.0029 -0.1021 -0.0486
H 0.28054 4.83542 -5.40885 0.0340 -0.0223 -0.0107
H -1.69280 4.90281 -3.93164 -0.0012 -0.0025 0.0005
H -2.06414 3.22714 -4.28994 -0.0043 0.0022 -0.0083
H -2.16357 5.55855 -6.27484 0.0195 -0.0014 0.0107
H -3.51985 4.65625 -5.62657 0.0005 -0.0212 -0.0549
H -2.91161 3.88573 -7.92226 0.2692 -0.1784 -0.2190
H -2.76618 2.58706 -6.71990 0.0761 -0.0536 -0.1265
H -0.90215 4.82590 -8.94859 -0.0257 -0.0422 -0.0082
H 0.73971 4.12808 -8.44192 -1.0857 0.7397 0.2328
H -0.20772 5.29247 -7.38803 0.0370 -0.0433 0.0338
Cl -4.62220 1.26335 -7.87938 -0.3635 1.2121 0.2621
Li -4.95701 3.61571 -7.39196 0.0986 -1.3806 -0.2461
Br 2.63227 3.62610 -8.83790 0.7704 -0.4240 -0.1264
```
Positions in Å, forces in eV/Å.

As for the spin multiplicity: 1. The HOMO energy is -6.95 eV. The calculation puts the gap between HOMO and LUMO at 5.7 eV. Its largest force on an atom is 1.41 eV Å⁻¹. The total energy is -166157.9105 eV.

Mulliken population analysis, charges in e, atoms 1 to 8: -0.808 -0.296 -0.644 -0.621 -1.080 1.040 -1.403 -0.638



A 3-piece molecular cluster, C34H69Cl2N8O4P2 overall in a non-equilibrium geometry, computed with wB97M-V/def2-TZVPD.

Structure (XYZ):
```
119
Properties=species:S:1:pos:R:3:forces:R:3
C 3.33330 0.01762 4.00318 0.1845 -0.5393 0.0707
C 3.20804 1.23976 3.01043 0.2755 -0.5048 0.2592
C 3.12791 0.84066 1.47687 -0.6344 -0.1551 -0.1926
C 2.72519 -0.65695 1.21494 0.1151 -0.3436 -0.3532
C 2.78804 -1.05708 -0.35233 -0.7009 0.6149 0.7866
C 1.38651 -1.58978 -0.76516 -0.0009 -1.1585 0.2023
C 0.93029 -2.89917 -0.22111 -1.5717 0.9938 -0.9631
C 1.84871 -3.77079 0.71658 0.1978 -0.3295 -0.4060
C 1.13417 -4.20608 2.05537 0.0399 -0.8755 -0.3969
C 2.33502 -5.01977 -0.17241 0.0612 1.6636 -0.6795
C 3.45262 -4.52874 -1.20566 -0.3800 -0.7606 0.3746
C 4.90278 -4.48335 -0.56709 -0.5081 -0.2127 -1.0752
C -0.42784 -3.34961 -0.59768 1.1684 1.2332 -1.5046
C -1.08214 -4.66060 -0.08455 -1.3170 -0.6066 1.0528
O -1.95848 -4.53919 0.73891 0.8251 0.4949 -0.3861
O -0.76470 -5.91770 -0.53214 1.0399 1.4773 0.1536
C -1.27862 -2.50724 -1.49361 1.7129 -0.0254 0.5228
C -2.71189 -2.92575 -1.88785 -0.9840 0.7504 -0.1896
Cl -3.07441 -4.58251 -2.49503 1.1185 1.3411 0.6430
C -3.77861 -2.05979 -1.82482 0.8979 -0.3901 0.0089
C -3.66669 -0.57627 -1.35646 -0.7058 -0.0882 -0.6451
Cl -5.40828 -2.62881 -2.31346 1.9191 0.7952 0.6896
C -0.68681 -1.28008 -1.97956 -0.7530 -1.8023 0.9476
N 0.58833 -0.84720 -1.62323 -1.3702 -1.3404 0.9550
C 1.02499 0.44131 -2.22173 0.7081 0.0226 -1.7228
C 2.19093 0.14035 -3.25086 1.2372 -0.0432 -0.3680
C 2.43666 -1.28860 -3.86902 -0.4650 -0.1560 0.0971
N 3.00094 1.07833 -3.57779 -0.9308 -1.0925 0.5660
H 2.37834 -0.58303 4.08588 0.8732 0.7948 -0.0893
H 3.63453 0.33977 5.03904 -0.4258 -0.0999 -1.0990
H 4.11650 -0.73518 3.68627 -0.6598 0.9709 0.2206
H 2.29470 1.82839 3.30888 1.0100 -0.4816 -0.3725
H 4.12029 1.87808 3.13685 -0.9523 -0.3746 0.0469
H 4.08279 1.07442 0.92779 -0.8214 -0.2729 0.6505
H 2.31724 1.47384 1.00510 0.9168 -0.5292 0.3093
H 1.66725 -0.83080 1.57275 1.2043 0.0880 -0.1168
H 3.41812 -1.38587 1.72398 -0.8505 0.9784 -0.2074
H 3.10496 -0.12712 -0.88644 -0.4262 -0.9953 0.0864
H 3.56370 -1.84649 -0.50189 -0.7660 0.6734 -0.0111
H 2.79080 -3.23498 1.00356 -1.1035 -0.1340 -0.4358
H 1.90494 -4.43189 2.84664 -0.7804 0.4592 -0.8194
H 0.63154 -5.19912 1.85590 0.2730 1.1098 0.3828
H 0.37398 -3.47471 2.43312 0.7872 -0.6256 -0.3184
H 2.72426 -5.83893 0.48346 -0.4696 0.6052 -0.6407
H 1.46145 -5.31834 -0.80621 0.8149 -0.2940 0.9009
H 3.14884 -3.53698 -1.64441 0.2901 -0.9326 0.3923
H 3.39811 -5.26520 -2.06072 0.3905 0.7782 0.8641
H 4.94812 -5.28001 0.21804 0.2590 0.8917 -0.5372
H 5.18123 -3.46734 -0.18595 -0.2996 -0.9753 -0.0082
H 5.63676 -4.73095 -1.38260 -0.5361 0.2229 0.9440
H -0.95930 -6.53777 0.20113 -0.3411 0.3685 -0.4827
H -3.14959 -0.47247 -0.36443 -0.6087 -0.1993 -0.9263
H -4.71289 -0.15929 -1.33755 1.1627 -0.3943 0.3202
H -3.12457 0.05108 -2.12183 -0.5866 -0.7049 0.7772
H -1.30434 -0.64307 -2.64864 0.9708 -0.4938 0.5662
H 1.30626 1.21715 -1.47028 -0.1088 -0.8568 -0.5457
H 0.18088 0.84162 -2.85339 0.7237 -0.4581 0.9143
H 3.32247 -1.79925 -3.38864 -0.9672 0.6370 -0.2870
H 1.55581 -1.97944 -3.79452 0.7725 0.5803 -0.0587
H 2.69019 -1.17756 -4.96148 -0.3524 0.0116 1.1471
H 3.68477 0.65377 -4.22434 -0.2229 0.6316 0.1507
O -7.97020 0.27711 -4.76168 2.5441 -2.5017 -2.7561
P -9.04644 -0.70215 -5.24764 -5.8455 3.2828 4.8839
N -10.00296 0.55895 -5.92342 0.3085 1.1070 -0.8224
C -11.43137 0.78112 -5.93961 -0.3800 -0.7564 -0.3042
C -9.41158 1.20915 -7.09556 0.5222 0.1452 0.2000
N -9.46208 -1.17954 -3.63124 0.1520 -0.2462 1.2095
C -10.60599 -0.73592 -2.84629 -0.6030 -0.1936 -0.2587
C -8.32339 -1.26293 -2.70757 0.1332 -0.1041 -0.4333
N -10.12251 -1.94890 -5.84876 2.9543 -0.8066 -2.2114
C -9.84991 -2.29447 -7.24679 -0.0678 0.3521 -0.0944
C -11.45344 -2.36443 -5.48069 -0.0985 -0.6675 0.9866
H -11.89885 0.38192 -6.85077 -0.1579 0.0420 -0.0206
H -11.64047 1.85475 -5.91128 0.2399 0.0124 -0.0748
H -11.96253 0.36388 -5.09042 0.1536 -0.1922 0.0180
H -9.51411 0.58134 -7.98920 -0.1086 0.1291 -0.1457
H -8.34861 1.40772 -6.94772 -0.0398 -0.1221 0.1139
H -9.87916 2.17537 -7.30219 -0.1280 -0.0980 0.1256
H -11.27712 -0.07290 -3.38496 0.0149 -0.0466 -0.0794
H -10.32250 -0.19583 -1.93739 0.2748 0.0823 -0.1429
H -11.18790 -1.60491 -2.51217 -0.0750 0.1073 0.0747
H -8.05557 -0.27637 -2.30888 0.1007 -0.0505 0.0039
H -7.44108 -1.67542 -3.19987 -0.3313 0.1923 -0.0366
H -8.55640 -1.91805 -1.86181 -0.2134 -0.0272 -0.1138
H -10.45216 -1.68974 -7.93498 -0.0783 -0.0863 -0.1351
H -10.05143 -3.35200 -7.44427 -0.0195 0.0788 0.0819
H -8.79547 -2.13073 -7.48713 -0.0451 0.0430 -0.0256
H -12.23348 -1.75849 -5.94958 0.1411 0.2076 -0.0442
H -11.62704 -2.39124 -4.40797 0.1528 0.2452 -0.0113
H -11.62811 -3.39378 -5.81097 0.2019 -0.0170 -0.0971
O 5.78584 3.02910 5.61423 -2.7536 0.6962 3.4513
P 6.52146 4.22359 6.23293 6.1983 -0.2656 -5.5697
N 6.30108 5.18970 4.82325 -1.1437 0.2684 -0.8934
C 7.18062 6.11135 4.13990 0.2963 0.5741 0.6236
C 4.91425 5.58599 4.56884 -0.2369 -0.5043 0.0210
N 8.02445 3.36180 6.32170 0.7071 -0.9350 0.1050
C 9.16042 3.47642 5.41814 0.2876 0.6094 0.0165
C 7.89537 1.93566 6.65810 -0.3457 0.1046 0.2261
N 7.26956 5.54008 7.11459 -3.2380 -0.1853 2.0096
C 6.28206 6.44264 7.71373 -0.1386 0.0662 -0.3309
C 8.54866 6.19727 7.00746 0.9498 -0.5900 0.4574
H 7.03135 7.14716 4.47580 0.0813 0.1146 -0.0917
H 6.98091 6.08717 3.06407 -0.2136 -0.0974 0.0720
H 8.23691 5.88488 4.23969 -0.0308 -0.0845 0.2313
H 4.60645 6.39892 5.23777 -0.0788 0.1603 -0.1418
H 4.22672 4.75156 4.72009 0.1374 -0.0433 0.1026
H 4.77065 5.92026 3.53754 0.2023 0.0165 0.0268
H 9.03350 4.23125 4.64706 -0.0416 0.0584 0.0599
H 9.38551 2.54574 4.88754 -0.3030 -0.0900 0.0409
H 10.06535 3.72585 5.98744 0.0646 -0.0236 -0.1376
H 7.64563 1.33379 5.77605 -0.0241 -0.0241 0.0661
H 7.11831 1.77127 7.40713 0.0646 0.0183 -0.0835
H 8.83138 1.55355 7.07606 0.0573 0.2279 -0.0342
H 6.03253 7.27015 7.03895 -0.0031 0.1661 0.0698
H 6.64294 6.86015 8.65878 0.0367 -0.0610 -0.0916
H 5.35804 5.90552 7.94619 0.0020 0.0419 -0.0449
H 8.56295 6.97893 6.24295 -0.1948 -0.0846 -0.1399
H 9.38025 5.51958 6.83224 -0.1928 -0.1247 -0.1710
H 8.79461 6.69186 7.95282 -0.1975 -0.0627 0.0958
```
Positions in Å, forces in eV/Å.

As for the spin multiplicity: 1. The HOMO energy is -9.05 eV. Its total charge is +1. The calculation puts the gap between HOMO and LUMO at 5.0 eV. Its largest force on an atom is 8.34 eV Å⁻¹. The total energy is -100095.0031 eV.

Mulliken population analysis, charges in e, atoms 1 to 8: -1.179 -0.173 -0.784 -0.306 -0.422 -0.294 -0.217 0.525